The following is a DFT calculation (wB97M-V/def2-TZVPD) of C31H30Br2N2PtSSbSi as an isolated structure in a non-equilibrium geometry.

The LUMO energy (alpha / beta) comes out at -3.58 / -3.58 eV. The highest occupied orbital energy (alpha / beta) comes out at -9.1 / -9.1 eV. The energy relative to the best compared isomer or geometry (same formula, charge and spin) is 1.573 eV.

The geometry in ORCA input format:
```
! RIJCOSX wB97M-V def2-TZVPD def2/J DEFGRID3
* xyz 1 1
Pt -1.00 0.40 -0.14
Br -3.12 1.90 -6.39
C -2.43 1.45 -4.68
C -2.36 0.10 -4.28
C -1.84 -0.17 -3.04
N -1.39 0.76 -2.19
C -1.51 2.09 -2.55
C -2.01 2.43 -3.82
C -1.15 3.06 -1.57
C -1.31 4.45 -1.73
C -1.05 5.30 -0.68
Br -1.33 7.16 -0.85
C -0.59 4.78 0.55
C -0.43 3.42 0.63
N -0.69 2.59 -0.37
H -2.69 -0.69 -4.93
H -1.77 -1.20 -2.71
H -2.07 3.46 -4.11
H -1.68 4.86 -2.66
H -0.38 5.42 1.38
H -0.07 2.96 1.55
C -3.69 -1.67 0.58
Si -3.28 0.22 0.55
C -3.44 1.00 2.29
C -4.37 1.20 -0.69
H -4.73 -1.79 0.87
H -3.09 -2.19 1.32
H -3.55 -2.15 -0.38
H -4.48 1.03 2.59
H -3.06 2.02 2.31
H -2.89 0.44 3.04
H -5.39 1.22 -0.33
H -4.38 0.77 -1.69
H -4.04 2.23 -0.78
S -0.16 0.05 2.10
Sb 1.70 -1.05 1.26
C 1.04 -1.78 -0.65
C -0.09 -2.59 -0.68
C -0.49 -3.15 -1.88
C 0.21 -2.89 -3.04
C 1.31 -2.05 -3.01
C 1.74 -1.51 -1.82
C 3.43 0.20 1.08
C 3.36 1.34 0.30
C 4.47 2.16 0.20
C 5.63 1.84 0.88
C 5.69 0.71 1.68
C 4.59 -0.12 1.78
C 1.97 -2.65 2.65
C 1.72 -3.96 2.27
C 1.73 -4.96 3.22
C 1.99 -4.66 4.55
C 2.25 -3.35 4.92
C 2.23 -2.34 3.98
H -0.62 -2.81 0.24
H -1.35 -3.81 -1.89
H -0.11 -3.33 -3.97
H 1.86 -1.84 -3.92
H 2.63 -0.89 -1.79
H 2.45 1.59 -0.23
H 4.43 3.05 -0.41
H 6.50 2.48 0.80
H 6.59 0.47 2.22
H 4.63 -1.01 2.39
H 1.51 -4.19 1.23
H 1.53 -5.98 2.93
H 1.99 -5.44 5.29
H 2.45 -3.11 5.96
H 2.41 -1.31 4.27
*
```